Density functional theory data (the ωB97M-V functional and the def2-TZVPD basis) for one molecule with the formula C5H6N2.

Structure (ORCA input):
```
! RIJCOSX wB97M-V def2-TZVPD def2/J DEFGRID3
* xyz 0 1
C -1.75244 -0.96160 0.43443
C 1.76529 -0.15522 -0.09535
C 0.45358 0.57868 -0.16361
C -0.77269 0.12160 0.49982
N 0.35778 1.49256 -1.19523
N -0.33473 1.09142 1.15750
C 0.00065 2.54458 -1.58753
H -2.43096 -0.91747 1.29160
H -2.32342 -0.86284 -0.49828
H 1.73659 -0.90558 0.69840
H 1.96844 -0.64404 -1.05367
H 2.57978 0.55143 0.10231
H -1.24786 -1.93352 0.40962
*
```

Results
E_tot: -8259.3621 eV



Density functional theory data (the ωB97M-V functional and the def2-TZVPD basis) for C5H6N2 as an isolated structure.

Structure (ORCA input):
```
! RIJCOSX wB97M-V def2-TZVPD def2/J DEFGRID3
* xyz 0 1
N -2.86518 0.98928 -1.03317
C -1.77269 0.61587 -1.01691
C -0.38775 0.14348 -0.97006
C 0.56194 0.92776 -0.03317
C 1.03147 -0.30929 0.72737
C -0.12582 -1.21898 0.88288
N -0.23408 -1.22860 -0.45020
H -0.01503 0.15222 -2.00600
H 0.03371 1.64712 0.60565
H 1.34856 1.44319 -0.59306
H 2.02392 -0.74556 0.57160
H -0.03992 -2.18380 1.38785
H 0.44086 -0.23269 1.92721
*
```

Results
E_tot: -8255.6823 eV



Density functional theory data (the ωB97M-V functional and the def2-TZVPD basis) for one molecule with the formula C5H6N2O.

Structure (ORCA input):
```
! RIJCOSX wB97M-V def2-TZVPD def2/J DEFGRID3
* xyz 0 1
C 0.56673 -1.26695 -0.14921
C 0.67244 0.22455 -0.06006
C -0.38235 0.87241 0.78302
C 1.56824 0.97601 -0.71560
N -0.61342 -1.32077 -0.96230
N -0.90368 0.23198 1.74778
C -1.73639 -0.85352 -0.80714
O -2.89057 -0.78910 -0.94622
H -1.49413 0.78937 2.36021
H 0.41130 -1.73196 0.82688
H 1.38779 -1.69691 -0.72185
H -0.45038 1.96173 0.65102
H 1.75086 2.00276 -0.44085
H 2.11356 0.60042 -1.56568
*
```

Results
E_tot: -10307.9819 eV



Density functional theory data (the ωB97M-V functional and the def2-TZVPD basis) for one molecule with the formula C5H6N2O.

Structure (ORCA input):
```
! RIJCOSX wB97M-V def2-TZVPD def2/J DEFGRID3
* xyz 0 1
C 0.73460 -0.29317 -0.05364
C 1.71875 0.14777 -0.75939
C -0.02970 1.38357 -1.41895
C -0.57505 0.32160 -0.52074
C -1.70000 0.31797 0.25362
H 0.98356 -2.16689 0.90376
H 1.07484 -1.00195 1.89452
H 2.73432 -0.33344 -0.99015
H -0.82591 2.04251 -1.63785
H -2.43367 0.98552 -0.08432
H -1.36956 -1.05435 1.45868
N 0.38450 -1.24157 1.02969
N 1.29651 1.28351 -1.48263
O -1.99319 -0.39108 1.40741
*
```

Results
E_tot: -10306.4017 eV



Density functional theory data (the ωB97M-V functional and the def2-TZVPD basis) for one molecule with the formula C5H6N2O.

Structure (ORCA input):
```
! RIJCOSX wB97M-V def2-TZVPD def2/J DEFGRID3
* xyz 0 1
C 1.35962 1.22539 0.00397
C 1.27346 -1.16651 0.07866
C -0.14329 -0.58182 -0.10755
C -1.51169 1.02990 0.00654
C -0.12932 0.80801 -0.03713
H 1.77025 1.80625 -0.91680
H 1.60025 1.71006 0.95248
H 2.81309 -0.18898 -0.73464
H 1.15154 -1.48283 1.08760
H 1.63762 -1.91821 -0.62827
H -2.21544 1.85939 0.20684
N 2.07014 -0.04903 0.08954
N -2.22762 -0.02001 -0.00915
O -1.34344 -1.14902 -0.02461
*
```

Results
E_tot: -10306.4647 eV



Density functional theory data (the ωB97M-V functional and the def2-TZVPD basis) for one molecule with the formula C5H6N2O.

Structure (ORCA input):
```
! RIJCOSX wB97M-V def2-TZVPD def2/J DEFGRID3
* xyz 0 1
C -0.80179 1.79986 -0.12664
C -1.67010 0.77901 -0.14606
C 0.58600 1.16302 0.04734
C -1.12524 -0.52853 0.02518
C 0.32640 -0.24866 -0.14175
N 2.52674 -0.96881 -0.18103
N 1.26084 -1.17866 -0.00986
O 1.68314 1.64664 0.27263
H -1.06538 2.87431 -0.24477
H -2.79899 0.89803 -0.02511
H -1.25390 -0.92519 1.05493
H -1.67968 -1.35898 -0.56338
H 3.05688 -1.81273 -0.05776
H 0.95509 -2.13931 0.09626
*
```

Results
E_tot: -10306.5044 eV



Density functional theory data (the ωB97M-V functional and the def2-TZVPD basis) for C5H6N2O as an isolated structure.

Structure (ORCA input):
```
! RIJCOSX wB97M-V def2-TZVPD def2/J DEFGRID3
* xyz 0 1
C -1.04917 1.38572 -0.12757
C -0.29722 0.25862 0.67620
C 0.49447 -0.88950 -0.04709
C 1.68113 -0.28209 -0.85699
C -0.49432 -1.24520 -0.97165
H -1.82384 1.84313 0.80336
H -0.31289 2.06766 -0.52467
H -1.46656 0.77026 -1.09426
H -1.00168 -0.25987 1.32963
H 0.51519 0.64527 1.43294
H 1.89501 -1.38832 1.25525
N 2.49326 0.47942 -1.24843
N -1.41038 -1.57906 -1.61196
O 0.77700 -1.80604 0.98525
*
```

Results
E_tot: -10305.6036 eV



Density functional theory data (the ωB97M-V functional and the def2-TZVPD basis) for one molecule with the formula C5H6N2O.

Structure (ORCA input):
```
! RIJCOSX wB97M-V def2-TZVPD def2/J DEFGRID3
* xyz 0 1
C 1.27835 2.37451 0.02616
C 0.76926 0.94711 0.14855
C -0.44276 -0.72516 -0.53277
C -0.98548 -1.81685 -1.04325
C -0.25582 -0.87642 0.96309
H 2.40409 2.57163 0.12749
H 0.63358 3.10118 0.58295
H 0.89267 2.85268 -0.93043
H -1.29141 -2.19091 -2.10689
H -1.66693 -2.38950 0.74043
H -0.59023 -1.61725 1.84734
N 0.34715 0.33361 -0.91740
N 0.43369 0.21320 1.30207
O -1.52616 -2.77782 -0.20735
*
```

Results
E_tot: -10306.8466 eV



Density functional theory data (the ωB97M-V functional and the def2-TZVPD basis) for C5H6N2O2 as an isolated structure.

Structure (ORCA input):
```
! RIJCOSX wB97M-V def2-TZVPD def2/J DEFGRID3
* xyz 0 1
O 2.10535 -0.85006 0.14320
C 1.23110 -0.05550 -0.20547
N 1.40535 1.10556 -0.86178
C 0.16678 1.80488 -1.10388
C -0.84784 0.89580 -0.49547
C -0.24405 -0.20752 -0.01840
C -0.88048 -1.42690 0.44872
N -1.02189 -2.61604 0.16696
H 2.31594 1.46641 -1.11255
H 0.15337 2.79664 -0.62484
H -0.02011 1.95357 -2.17912
H -1.91412 1.11434 -0.49283
O -1.03485 -1.77619 2.25985
H -0.29305 -1.21654 2.57870
H -1.12151 -2.98845 1.49691
*
```

Results
E_tot: -12353.6315 eV



Density functional theory data (the ωB97M-V functional and the def2-TZVPD basis) for C5H6N2O2 as an isolated structure.

Structure (ORCA input):
```
! RIJCOSX wB97M-V def2-TZVPD def2/J DEFGRID3
* xyz 0 1
C -1.59410 1.87111 0.98206
C -0.49816 -0.27118 0.12832
C 1.12191 -0.96970 -0.95047
C -0.99452 0.53206 1.30037
N 2.21700 -1.43673 -1.56455
C 0.41366 -1.37607 0.16145
O -0.93105 0.03614 -1.08921
N 0.54496 0.22801 -1.43329
O -0.94582 0.04565 2.40712
H 2.57641 -0.93129 -2.35790
H 2.78395 -2.14684 -1.13386
H 0.55120 -2.15112 0.88984
H -1.80826 2.40572 1.90457
H -2.51904 1.73009 0.41848
H -0.91815 2.43415 0.33707
*
```

Results
E_tot: -12352.4453 eV



Density functional theory data (the ωB97M-V functional and the def2-TZVPD basis) for a 2-piece molecular cluster, C5H6N2O3 overall.

Structure (ORCA input):
```
! RIJCOSX wB97M-V def2-TZVPD def2/J DEFGRID3
* xyz 0 1
C 0.45479 1.56319 0.96335
C 0.96697 0.87329 -0.12380
C -1.15224 0.98718 -0.33159
C 1.44108 -3.02939 0.57890
C -2.55675 0.88715 -0.74709
N -0.12098 0.50233 -0.91843
N 2.30925 0.85288 -0.27169
O -0.84734 1.55129 0.90407
O 2.97471 0.13249 -1.00900
O 0.71183 -2.23842 1.08478
H 0.98407 2.07207 1.78454
H 1.15908 -4.06584 0.52312
H 2.32956 -2.54492 0.25604
H -2.47608 0.39628 -1.83091
H -3.09442 0.22822 -0.12604
H -3.08354 1.83219 -0.73623
*
```

Results
E_tot: -14400.4239 eV



Density functional theory data (the ωB97M-V functional and the def2-TZVPD basis) for C5H6N2O3S3 as an isolated structure.

Structure (ORCA input):
```
! RIJCOSX wB97M-V def2-TZVPD def2/J DEFGRID3
* xyz 0 1
C 2.66093 0.82051 -2.55677
C 1.40639 0.31705 -2.14078
C 3.59699 0.74416 -1.55230
C 1.45981 -0.20943 -0.87268
C -3.01898 -0.17362 1.92595
N -3.00374 -0.58469 0.80949
N -0.98938 -1.39580 -0.83748
O -3.15677 0.13487 3.04838
O 0.81393 -2.05033 0.86200
O -0.25619 0.07656 0.99706
S 2.96230 0.00531 -0.15702
S -0.86371 -2.23549 -2.18224
S 0.25586 -1.08809 -0.00078
H 2.92564 1.40390 -3.53523
H 0.69502 0.08603 -2.97946
H 4.73564 1.06328 -1.52754
H -0.70600 -0.19435 1.85516
H -2.37461 -0.88819 0.16226
H -0.89781 -3.66934 -1.82741
*
```

Results
E_tot: -46907.0023 eV



Calculated ΔE to the lowest compared entry with this formula, charge and spin in order - 289.1 644.1 156.5 308.9 302.8 299.0 385.9 266.0 384.9 499.4 433.0 200.0 kJ/mol